This record from the OMol25 dataset describes a 3-piece molecular cluster, C14H33N5O4P overall at a distorted geometry. The level of theory is ωB97M-V/def2-TZVPD.

The HOMO-LUMO gap comes out at 0.227 hartree. Its energy is -39963.1535 eV. The LUMO energy comes out at -0.189 Ha. The total charge is +1. The HOMO energy comes out at -11.32 eV. Its spin multiplicity is 1.

Last column: Mulliken charge in e.
Atoms and positions in Å:
C 4.49443 0.74118 -2.17734  -0.52
C 3.89258 -0.61164 -2.02544  -0.54
C 2.53154 -0.99162 -1.19455  0.43
C 0.95519 -0.58962 -1.39741  -0.10
C 0.62140 0.42986 -2.64773  -0.27
N 0.94775 1.84671 -2.13677  -0.57
N 0.00798 -1.23299 -0.37327  0.30
O -1.35490 -1.09424 -0.33859  -0.33
C 0.92912 -2.03987 0.52402  -0.18
N 2.38726 -1.89971 0.03944  0.14
P 3.80052 -2.69240 0.80985  0.33
O 3.31274 -3.55840 2.04627  -0.66
H 4.05715 1.61377 -2.85436  0.24
H 5.52965 0.98884 -1.64496  0.25
H 4.43628 -1.51014 -2.59275  0.35
H 1.27100 0.13661 -3.59439  0.30
H -0.54169 0.38489 -2.89631  0.17
H 1.38985 1.72906 -1.18373  0.27
H 1.72609 2.25733 -2.73364  0.28
H -1.70123 -2.04428 -0.34204  0.41
H 0.51096 -2.68654 1.41959  0.37
H 4.62177 -1.62563 1.35199  0.15
H 4.49912 -3.43965 -0.20841  0.16
C -6.52368 0.41731 -2.99994  -1.42
C -5.26286 0.24935 -2.15579  0.42
C -4.32513 1.47876 -2.18973  -0.68
O -3.56722 1.61087 -3.39541  -0.31
C -4.28321 2.18262 -4.47938  -0.71
N -4.56330 -0.97320 -2.57949  -0.70
H -6.33858 0.28964 -4.06992  0.29
H -7.27198 -0.33263 -2.71831  0.36
H -6.97101 1.40458 -2.84597  0.35
H -5.58672 0.11490 -1.11666  0.38
H -3.58599 1.36072 -1.38989  0.31
H -4.86894 2.40588 -1.97158  0.41
H -4.99578 2.94494 -4.14868  0.32
H -4.79344 1.39889 -5.04339  0.25
H -3.56206 2.65251 -5.15309  0.23
H -3.78168 -1.13874 -1.94502  0.16
H -4.10852 -0.76769 -3.47450  0.35
C 3.07081 0.20788 5.77783  -1.50
C 3.15442 -0.43754 4.39692  0.36
C 2.35972 0.32101 3.30836  -0.31
O 0.94334 0.13289 3.37162  -0.28
C 0.28773 0.93198 4.34434  -0.77
N 2.72431 -1.84049 4.49819  -0.60
H 2.12191 0.00858 6.28307  0.30
H 3.86188 -0.18302 6.42828  0.37
H 3.20217 1.29280 5.71308  0.35
H 4.20976 -0.42446 4.09883  0.36
H 2.66480 -0.07280 2.33273  -0.08
H 2.60767 1.38933 3.29997  0.47
H 0.75354 1.91653 4.45354  0.35
H 0.26602 0.40895 5.30279  0.25
H -0.74842 1.07310 4.02619  0.24
H 2.88194 -2.29611 3.59904  0.15
H 1.70392 -1.83884 4.59251  0.36